Entry from OMol25: 3 unconnected molecules or ions with the total composition C7H17NO (ωB97M-V/def2-TZVPD).

Results
Orbital gap (spin up / spin down) (eV): 6.66 / 6.82
F_max (eV/A): 2.49
Calculated total energy (eV): -11067.26107
Energy above the lowest of the compared OMol25 structures with the same formula, charge and spin (kJ/mol): 567.1

XYZ file:
```
26
C7H17NO | OMol25 | ωB97M-V/def2-TZVPD
C 1.330 0.051 -0.260
C -1.127 0.470 -0.479
C -0.788 -0.008 0.770
C 1.469 -1.258 -0.989
C 1.663 1.252 -1.113
C 2.074 0.065 1.055
C -3.172 0.773 0.545
N -0.966 -1.322 1.153
O -1.409 -0.300 -1.553
H -1.255 -1.232 -1.345
H -0.990 1.512 -0.716
H -0.543 0.725 1.525
H -0.812 -1.503 2.132
H -1.808 -1.770 0.819
H 2.528 -1.496 -1.188
H 1.072 -2.090 -0.399
H 0.975 -1.238 -1.964
H 2.736 1.274 -1.368
H 1.442 2.191 -0.597
H 1.119 1.245 -2.061
H 1.812 -0.791 1.683
H 3.164 0.016 0.893
H 1.890 0.982 1.622
H -3.521 1.586 -0.087
H -3.209 1.031 1.601
H -3.675 -0.166 0.322
```